Model a:
{"formula": "H26O13", "method": "the ωB97M-V functional and the def2-TZVPD basis", "species": ["O", "H", "H", "O", "H", "H", "O", "H", "H", "O", "H", "H", "O", "H", "H", "O", "H", "H", "O", "H", "H", "O", "H", "H", "O", "H", "H", "O", "H", "H", "O", "H", "H", "O", "H", "H", "O", "H", "H"], "xyz": [[-10.27300, -16.83600, -2.44800], [-9.44500, -17.18700, -2.71900], [-10.91600, -17.10500, -3.09100], [-5.52800, -17.22600, -2.49400], [-5.50800, -16.26500, -2.69800], [-4.63800, -17.59100, -2.57300], [-7.00500, -19.39500, -4.94200], [-6.23600, -19.27400, -5.48400], [-7.66000, -19.68000, -5.55600], [-7.97300, -18.53900, -2.69800], [-7.55500, -18.68600, -3.53200], [-7.32900, -18.03000, -2.24000], [-8.58400, -17.31800, 0.23600], [-8.04100, -16.55100, 0.34100], [-9.22100, -17.07500, 0.90000], [-8.18300, -17.65400, -6.88100], [-7.58300, -18.15300, -7.47000], [-7.72300, -17.86500, -6.07100], [-10.90000, -18.91500, -0.76500], [-10.43500, -18.27300, -1.23600], [-11.87900, -18.89600, -0.94500], [-9.12100, -20.91700, -1.89300], [-10.00000, -21.10600, -2.20100], [-8.87900, -20.11900, -2.45200], [-5.26500, -17.04300, -5.41000], [-4.80100, -16.26900, -5.28200], [-5.05000, -17.56500, -4.64300], [-4.58100, -20.17000, -3.23500], [-4.51200, -20.19600, -4.20800], [-5.51000, -20.48100, -3.10800], [-4.25800, -17.53800, -0.19700], [-5.12400, -17.61300, -0.64600], [-3.91500, -16.70400, -0.51100], [-7.69000, -15.59200, -4.78800], [-7.60500, -15.19000, -3.92000], [-6.95100, -16.17100, -4.82700], [-6.71900, -19.21300, -0.15100], [-6.88700, -19.76500, -0.92800], [-7.42200, -18.57100, -0.04900]], "nbo_charge": [-0.959, 0.494, 0.470, -0.975, 0.480, 0.509, -0.947, 0.483, 0.496, -0.996, 0.489, 0.497, -0.930, 0.465, 0.489, -0.915, 0.449, 0.460, -0.970, 0.490, 0.462, -0.958, 0.462, 0.481, -0.944, 0.475, 0.477, -0.936, 0.454, 0.486, -0.945, 0.494, 0.441, -0.932, 0.454, 0.467, -0.979, 0.474, 0.489], "homo_lumo_gap_ev": 9.4, "lumo_energy_ha": -0.02398, "homo_ev": -10.02, "multiplicity": 1}

---

Model b:
{"formula": "H26O13", "method": "the ωB97M-V functional and the def2-TZVPD basis", "species": ["O", "H", "H", "O", "H", "H", "O", "H", "H", "O", "H", "H", "O", "H", "H", "O", "H", "H", "O", "H", "H", "O", "H", "H", "O", "H", "H", "O", "H", "H", "O", "H", "H", "O", "H", "H", "O", "H", "H"], "xyz": [[0.75031, 1.74774, 2.80277], [1.24831, 2.17774, 3.45877], [0.68631, 0.82474, 3.11177], [1.45731, -2.66026, 0.66277], [1.20831, -1.78426, 0.25977], [1.99931, -3.14226, 0.00677], [-3.09369, 0.23974, -1.18523], [-2.73469, 1.03174, -0.75123], [-4.04869, 0.24774, -1.21623], [2.01231, 2.20774, -2.50723], [2.55831, 1.75374, -3.18423], [2.07931, 1.59474, -1.78523], [-1.56569, -2.51626, 1.53477], [-1.46369, -2.50526, 0.55277], [-1.61069, -3.41926, 1.75177], [-2.07969, 0.62974, 1.51077], [-2.92769, 0.21874, 1.37477], [-2.25769, 1.11174, 2.31277], [1.14331, 2.07874, 0.10577], [0.86431, 1.96574, 1.02677], [0.76131, 2.90474, -0.15823], [-2.63569, -2.42826, -0.92323], [-2.63469, -2.74026, -1.80523], [-2.48969, -1.49626, -1.01923], [-0.51169, 1.83274, -2.44423], [0.43031, 1.92574, -2.39623], [-0.61969, 1.56674, -3.37423], [0.20031, -0.28626, 0.24577], [0.45731, 0.65874, 0.19277], [-0.64269, -0.09226, 0.72377], [0.24331, -1.01526, 3.12177], [-0.01669, -1.39226, 2.25377], [-0.63969, -1.11926, 3.49577], [1.63431, -0.66526, -1.89023], [0.82231, -0.29226, -1.48023], [1.31831, -0.87526, -2.79323], [3.70431, 0.70774, -0.58223], [3.24931, 0.09974, -1.15223], [3.14431, 0.90374, 0.14177]], "nbo_charge": [-0.992, 0.477, 0.520, -0.987, 0.504, 0.466, -0.974, 0.507, 0.483, -0.949, 0.480, 0.501, -0.985, 0.507, 0.474, -0.950, 0.487, 0.486, -0.980, 0.512, 0.495, -0.965, 0.468, 0.497, -0.982, 0.479, 0.458, -1.033, 0.486, 0.506, -0.971, 0.515, 0.466, -0.993, 0.512, 0.475, -0.961, 0.485, 0.475], "homo_lumo_gap_ev": 10.2, "lumo_energy_ha": 0.00133, "homo_ev": -10.17, "multiplicity": 1}

---

Model c:
{"formula": "H26O13", "method": "the ωB97M-V functional and the def2-TZVPD basis", "species": ["O", "H", "H", "O", "H", "H", "O", "H", "H", "O", "H", "H", "O", "H", "H", "O", "H", "H", "O", "H", "H", "O", "H", "H", "O", "H", "H", "O", "H", "H", "O", "H", "H", "O", "H", "H", "O", "H", "H"], "xyz": [[1.63742, -1.26603, 1.33332], [1.53890, -1.75319, 0.51527], [1.03908, -1.69762, 1.94320], [-1.22964, -1.80511, 1.47005], [-0.73650, -1.85077, 0.65092], [-1.86214, -2.52101, 1.40960], [-1.22184, -2.08561, -0.46330], [-1.40876, -1.15742, -0.60382], [-1.42147, -2.50035, -1.30257], [-1.66453, 0.13958, 1.40399], [-1.29010, -0.74127, 1.39272], [-1.84338, 0.31252, 2.32829], [-0.08741, -0.18821, -0.03214], [0.81098, 0.14171, -0.01533], [-0.55227, 0.34865, 0.60968], [0.16121, -0.68203, -2.29137], [-0.12410, -0.71497, -1.37828], [-0.50011, -1.18404, -2.76769], [1.96728, 0.25620, -0.03732], [2.10470, -0.25453, 0.76050], [2.26706, 1.13713, 0.18704], [2.71873, -0.07207, -1.90716], [2.16965, 0.01972, -1.12850], [2.95985, -0.99827, -1.92296], [-2.08786, 2.28039, -0.25693], [-2.57579, 2.56390, 0.51624], [-1.24857, 1.97515, 0.08754], [0.72377, 0.72286, 1.65516], [0.84481, -0.22652, 1.67114], [0.25413, 0.91860, 2.46593], [0.94372, 1.77944, -1.15888], [1.88536, 1.61513, -1.10849], [0.69521, 1.48466, -2.03500], [-0.09719, 2.34150, 0.59088], [0.24907, 1.71815, 1.22945], [0.19659, 2.00566, -0.25597], [-1.80184, -0.40535, -1.20895], [-2.19878, 0.28747, -1.73684], [-1.21533, 0.05594, -0.60941]], "nbo_charge": [-0.895, 0.527, 0.532, -0.932, 0.497, 0.515, -0.983, 0.450, 0.477, -0.967, 0.430, 0.455, -1.102, 0.477, 0.525, -0.993, 0.473, 0.454, -0.827, 0.504, 0.515, -1.010, 0.430, 0.450, -1.009, 0.454, 0.441, -0.943, 0.478, 0.497, -0.889, 0.481, 0.530, -0.982, 0.435, 0.442, -0.967, 0.527, 0.505], "homo_lumo_gap_ev": 8.2, "lumo_energy_ha": -0.01030, "homo_ev": -8.50, "multiplicity": 1}

---

Unit: kJ/mol. Relative energies: model a 144.7; model b 0.0; model c 2372.7.